Entry from OMol25: 2 unconnected molecules or ions with the total composition C23H29N2O2 at a distorted geometry (the ωB97M-V functional and the def2-TZVPD basis).

Each line ends with the Löwdin charge.
Element x y z (Å)
1 C 2.0591 -7.3165 -2.1351  -0.0427
2 O 1.0990 -6.2835 -2.4443  -0.0742
3 C 1.1795 -5.0509 -1.8737  -0.2364
4 C 0.1033 -4.1702 -2.1348  0.0159
5 C 0.0869 -2.8964 -1.6059  -0.0004
6 C 1.1693 -2.4103 -0.8185  -0.1454
7 C 1.2292 -1.0463 -0.3435  -0.1436
8 O 2.2775 -0.8568 0.5095  0.0843
9 C 2.6639 0.4228 0.8371  -0.1577
10 C 1.8328 1.5201 0.5388  -0.1449
11 C 2.3384 2.7925 0.9111  0.0000
12 C 3.4793 2.8865 1.7011  -0.0578
13 C 4.2652 1.7622 1.9840  -0.0384
14 C 3.8801 0.5184 1.5068  0.0242
15 C 0.5437 1.2684 -0.0530  -0.0020
16 C 0.3682 -0.0061 -0.6565  0.0139
17 C 2.2044 -3.3241 -0.5098  0.0044
18 C 2.2581 -4.5967 -1.0601  0.0129
19 H 1.6491 -8.1958 -2.6271  0.0963
20 H 3.0421 -7.0757 -2.5561  0.0983
21 H 2.1400 -7.4936 -1.0554  0.0993
22 H -0.6935 -4.5385 -2.7780  0.1285
23 H -0.7723 -2.2511 -1.7734  0.1123
24 H 1.8053 3.6819 0.5480  0.1309
25 H 3.7750 3.8587 2.1052  0.1177
26 H 5.1634 1.8475 2.6056  0.1248
27 H 4.4807 -0.3754 1.6918  0.1358
28 H 0.0816 2.1435 -0.5148  0.1136
29 H -0.4643 -0.2199 -1.3392  0.1074
30 H 3.0107 -3.0629 0.1728  0.1230
31 H 3.1201 -5.2423 -0.8814  0.1148
32 C -2.3344 1.6172 -2.3736  -0.1025
33 N -3.1466 1.7017 -1.1870  -0.2877
34 C -4.5773 1.5424 -1.3994  -0.0889
35 C -2.7259 2.7423 -0.2568  -0.1731
36 C -2.4076 2.2442 1.1461  -0.2874
37 C -2.1686 3.4099 2.0935  -0.1409
38 C -1.2269 2.8833 3.1796  -0.1475
39 C -0.6926 1.5378 2.6796  -0.1496
40 N -1.1645 1.4108 1.2689  0.0054
41 H -1.2852 1.5122 -2.0592  0.0496
42 H -2.6276 0.7385 -2.9662  0.0938
43 H -2.4049 2.5250 -3.0047  0.0976
44 H -5.0954 1.5197 -0.4252  0.0878
45 H -5.0261 2.3469 -2.0203  0.0925
46 H -4.7531 0.5892 -1.9212  0.0866
47 H -1.8408 3.2684 -0.6652  0.1224
48 H -3.5345 3.5019 -0.1650  0.1392
49 H -3.2802 1.6496 1.4876  0.1606
50 H -1.6959 4.2357 1.5505  0.1176
51 H -3.1157 3.7830 2.4921  0.1252
52 H -0.4141 3.5917 3.3783  0.1117
53 H -1.7793 2.7431 4.1122  0.1128
54 H 0.3931 1.4753 2.6947  0.0998
55 H -1.0904 0.7182 3.3041  0.1284
56 H -1.3815 0.4225 1.1051  0.1318

Computed properties:
Energy above the lowest of the compared OMol25 structures with the same formula, charge and spin   236.0 kJ/mol
HOMO   -0.401 Ha
Charge   +1


Entry from OMol25: a single C23H29N3O3 molecule (the ωB97M-V functional and the def2-TZVPD basis).

Each line ends with the Löwdin charge.
Element x y z (Å)
1 O -1.1671 -4.0132 -0.7371  0.0521
2 C -0.0197 -3.6164 -0.6540  -0.4379
3 N 1.0058 -4.4800 -0.5381  0.0842
4 C 2.3773 -4.1212 -0.2753  -0.1589
5 C 2.6244 -2.7053 -0.7730  -0.1684
6 N 1.6331 -1.8301 -0.1773  -0.1030
7 C 2.0080 -0.4304 -0.3357  -0.1263
8 C 3.2454 -0.1049 0.4309  -0.2171
9 C 4.3264 0.7091 -0.0047  -0.0272
10 C 5.2074 0.7540 1.0291  -0.1203
11 O 4.7580 0.0281 2.0660  0.0117
12 C 3.5696 -0.4850 1.6998  -0.0715
13 C 0.3231 -2.1296 -0.7418  -0.2110
14 C -0.7969 -1.3382 -0.0603  -0.0365
15 C -1.0257 0.0006 -0.7466  -0.4525
16 O -0.5954 0.2361 -1.8610  0.0726
17 N -1.6756 0.9576 -0.0363  -0.0491
18 C -1.6409 2.2994 -0.6074  -0.0966
19 C -0.2189 2.8054 -0.6295  -0.2137
20 C 0.5447 2.7615 0.5315  -0.0467
21 C 1.8615 3.1837 0.5261  -0.0877
22 C 2.4305 3.6589 -0.6429  -0.1009
23 C 1.6764 3.7078 -1.8023  -0.0781
24 C 0.3597 3.2808 -1.7963  -0.0369
25 C -2.5310 0.7347 1.1064  -0.1320
26 C -4.0127 0.7829 0.7335  -0.2876
27 C -4.5522 -0.3642 -0.1400  -0.1290
28 C -5.6916 -0.5809 0.8678  -0.1622
29 C -4.9973 0.3792 1.8459  -0.1421
30 H 0.7467 -5.4536 -0.4568  0.1499
31 H 3.0378 -4.8283 -0.7856  0.1208
32 H 2.5801 -4.1663 0.8028  0.1209
33 H 3.6176 -2.3778 -0.4625  0.1229
34 H 2.5766 -2.6831 -1.8764  0.1377
35 H 1.1992 0.1924 0.0505  0.1066
36 H 2.1455 -0.1604 -1.3952  0.1441
37 H 4.4153 1.1911 -0.9562  0.1091
38 H 6.1533 1.2445 1.1462  0.1181
39 H 3.0572 -1.1054 2.4068  0.1296
40 H 0.2911 -1.8765 -1.8219  0.1650
41 H -1.7045 -1.9431 -0.1340  0.1117
42 H -0.5394 -1.2007 0.9902  0.1328
43 H -2.2607 2.9518 0.0110  0.1298
44 H -2.0417 2.2814 -1.6255  0.1307
45 H 0.1066 2.3872 1.4464  0.1139
46 H 2.4459 3.1373 1.4333  0.1063
47 H 3.4597 3.9865 -0.6480  0.1010
48 H 2.1171 4.0728 -2.7185  0.1015
49 H -0.2198 3.3035 -2.7068  0.1148
50 H -2.3096 -0.2370 1.5457  0.1187
51 H -2.3257 1.5050 1.8604  0.1309
52 H -4.2550 1.7595 0.3108  0.1347
53 H -4.8536 -0.0874 -1.1475  0.1081
54 H -3.8724 -1.2102 -0.2015  0.1005
55 H -6.6508 -0.2086 0.5150  0.1025
56 H -5.8198 -1.6013 1.2206  0.1005
57 H -5.6142 1.1805 2.2471  0.1028
58 H -4.5086 -0.1341 2.6720  0.1068

Computed properties:
SMILES   O=C1NCCN(Cc2ccoc2)[C@@H]1CC(=O)N(Cc1ccccc1)CC1CCC1
Energy above the lowest of the compared OMol25 structures with the same formula, charge and spin   341.3 kJ/mol
HOMO   -0.316 Ha


Entry from OMol25: a single C23H29N3O3 molecule (the ωB97M-V functional and the def2-TZVPD basis).

Each line ends with the Löwdin charge.
Element x y z (Å)
1 C 0.7088 0.6981 4.8484  -0.0464
2 C 1.8127 0.5072 3.8235  -0.3012
3 C 1.9637 1.5960 2.7616  -0.1018
4 N 2.8165 0.9469 1.7558  -0.0238
5 C 2.9494 1.3437 0.4637  -0.4385
6 O 3.5201 0.6564 -0.3701  0.0588
7 C 2.3424 2.6913 0.1231  -0.0510
8 C 2.3952 2.9733 -1.3727  -0.2153
9 C 1.4345 2.1075 -2.1949  -0.1164
10 C 0.1576 2.9529 -2.3034  -0.1692
11 N 0.6761 4.3066 -2.2087  0.0825
12 C 1.8964 4.3950 -1.6110  -0.4722
13 O 2.4597 5.4209 -1.2924  0.0637
14 C 3.1197 -0.4305 2.1368  -0.0873
15 C 1.9007 -0.7844 2.9970  -0.2144
16 N 0.8284 -1.0966 2.0420  0.1473
17 C -0.3971 -0.5713 1.7926  -0.3911
18 O -0.9053 0.3824 2.3561  0.0598
19 C -1.1092 -1.2395 0.6512  -0.2958
20 C -2.5354 -1.8370 0.6929  -0.0095
21 C -2.0615 -1.9837 -0.7827  -0.3279
22 C -2.8129 -2.5739 -1.9193  -0.1560
23 C -2.2734 -3.6110 -2.6709  -0.0290
24 C -2.9799 -4.1539 -3.7358  -0.0831
25 C -4.2357 -3.6636 -4.0587  -0.0935
26 C -4.7829 -2.6274 -3.3118  -0.0835
27 C -4.0759 -2.0874 -2.2503  -0.0289
28 C -0.6935 -2.4530 -0.2229  -0.0522
29 C -1.5287 -0.5258 -0.6576  -0.0113
30 H -0.2710 0.7608 4.3876  0.0589
31 H 0.7134 -0.1267 5.5636  0.0814
32 H 0.8899 1.6170 5.4102  0.0823
33 H 2.7562 0.4807 4.3815  0.1420
34 H 0.9853 1.8547 2.3550  0.1095
35 H 2.4312 2.4975 3.1632  0.1336
36 H 1.3066 2.7198 0.4771  0.1277
37 H 2.8721 3.4755 0.6713  0.1404
38 H 3.4236 2.8877 -1.7175  0.1536
39 H 1.8493 1.9427 -3.1891  0.1225
40 H 1.2554 1.1329 -1.7447  0.0976
41 H -0.3669 2.7935 -3.2453  0.1138
42 H -0.5404 2.7363 -1.4872  0.1090
43 H 0.1102 5.1317 -2.3158  0.1470
44 H 3.2251 -1.0370 1.2394  0.1198
45 H 4.0462 -0.5003 2.7125  0.1308
46 H 2.0717 -1.6532 3.6352  0.1512
47 H 1.0634 -1.8662 1.4353  0.1299
48 H -2.6580 -2.7645 1.2533  0.1207
49 H -3.3419 -1.1296 0.8813  0.1185
50 H -1.2923 -3.9962 -2.4189  0.1099
51 H -2.5490 -4.9616 -4.3134  0.1021
52 H -4.7879 -4.0862 -4.8878  0.1005
53 H -5.7638 -2.2419 -3.5589  0.1020
54 H -4.5057 -1.2804 -1.6679  0.1156
55 H 0.1696 -2.3099 -0.8771  0.1195
56 H -0.6848 -3.4285 0.2678  0.1195
57 H -2.2754 0.2607 -0.5528  0.1195
58 H -0.7227 -0.2482 -1.3395  0.1084

Computed properties:
Energy above the lowest of the compared OMol25 structures with the same formula, charge and spin   296.1 kJ/mol
HOMO   -0.341 Ha


Entry from OMol25: a single C23H29N3O3 molecule at a distorted geometry (the ωB97M-V functional and the def2-TZVPD basis).

Each line ends with the Löwdin charge.
Element x y z (Å)
1 C -4.4769 7.2483 -4.1964  -0.0816
2 C -3.1970 7.7279 -3.7465  -0.2575
3 O -3.1460 7.4222 -2.3321  -0.0955
4 C -2.7583 6.0873 -1.9568  -0.2859
5 C -2.6572 5.8486 -0.7451  -0.0513
6 C -2.3484 4.6225 0.0382  0.0162
7 C -2.0106 3.5622 -0.7129  -0.0644
8 N -2.0275 2.0856 -0.3013  0.1460
9 C -1.7127 1.8358 0.7895  -0.3588
10 O -1.9137 2.5815 2.0251  -0.1389
11 C -1.5555 0.3094 1.0156  -0.1222
12 C -0.7042 -0.0371 2.3453  0.0766
13 C -0.3665 -1.2766 2.3851  -0.1003
14 C -0.8039 -2.3218 1.5630  -0.3304
15 N -0.7728 -3.6369 1.6373  0.0568
16 C 0.3517 -4.2697 2.6757  0.0250
17 C 1.3805 -5.1739 1.7312  -0.4825
18 O 1.5187 -6.3444 2.1602  0.0102
19 N 2.1247 -4.4353 1.0332  -0.0154
20 C 2.2450 -2.9807 0.8960  -0.2721
21 C 3.3447 -2.5668 0.4016  -0.2536
22 C 4.7750 -2.9037 1.3442  -0.1409
23 C 5.1754 -4.2269 0.9770  -0.3751
24 C 4.5529 -5.4488 0.9807  -0.1473
25 C 3.1667 -5.1601 0.1731  -0.0381
26 C -1.6803 -2.0594 0.4230  0.0917
27 C -1.9782 -0.4529 0.1266  -0.0048
28 C -2.3049 3.6303 -2.2486  0.0279
29 C -2.5425 4.8557 -2.7708  -0.0106
30 H -4.5735 7.5599 -5.0897  0.0055
31 H -4.5890 6.0503 -4.2406  0.1482
32 H -5.2306 7.6088 -3.6224  0.0607
33 H -2.2387 7.2675 -4.2602  0.1501
34 H -2.9879 8.8556 -3.7468  0.1479
35 H -3.0820 6.8099 0.0188  0.2029
36 H -2.5104 4.4825 1.0801  0.0889
37 H -1.8843 1.5385 -1.0423  0.0893
38 H -0.4860 0.5993 3.0794  0.0698
39 H -0.0915 -1.6974 3.3062  0.0958
40 H -0.8416 -4.2747 0.8966  0.1116
41 H 0.9033 -3.5636 3.4545  0.1443
42 H -0.0985 -5.0716 3.2211  0.0747
43 H 1.7460 -2.5975 1.7718  0.1031
44 H 1.6379 -2.5857 -0.0883  0.2015
45 H 3.8484 -2.5199 -0.5538  0.1144
46 H 3.4649 -1.3462 0.6610  0.1943
47 H 4.0880 -3.2344 2.2844  0.1362
48 H 5.4894 -2.0632 1.8323  0.1583
49 H 6.2716 -4.4306 1.5178  0.1803
50 H 5.5353 -3.9936 0.0428  0.0852
51 H 4.9471 -6.2340 0.4447  0.1089
52 H 4.3052 -5.7555 1.8276  0.0438
53 H 3.1709 -4.7957 -0.7958  0.0813
54 H 2.6320 -6.2879 -0.1103  0.1859
55 H -1.9279 -2.4997 -0.3816  -0.0016
56 H -2.4952 -0.2108 -0.6889  0.0649
57 H -2.1836 2.7845 -2.6835  0.0297
58 H -2.4975 5.0832 -3.8458  0.1009

Computed properties:
SMILES   CCOc1ccc(NC(=O)c2ccc(NCC(=O)N3CCCCCC3)cc2)cc1
Energy above the lowest of the compared OMol25 structures with the same formula, charge and spin   2213.8 kJ/mol
HOMO   -0.272 Ha


Entry from OMol25: a single C23H29N3O5 molecule (the ωB97M-V functional and the def2-TZVPD basis).

Each line ends with the Löwdin charge.
Element x y z (Å)
1 C -1.6491 -4.4287 1.9525  -0.0664
2 C -0.6273 -5.1091 1.0420  -0.2686
3 O -0.9721 -5.0888 -0.3276  -0.1498
4 C -0.9515 -3.8266 -0.9691  -0.2194
5 C 0.2288 -3.6827 -1.9393  -0.1358
6 C 1.5920 -3.5989 -1.2457  -0.1671
7 N 1.6945 -2.4529 -0.3695  0.0804
8 C 2.2779 -1.3053 -0.7521  -0.4302
9 O 2.9016 -1.1496 -1.7785  0.0817
10 C 2.0610 -0.1756 0.2949  -0.1628
11 N 0.7229 0.3683 0.1154  0.1458
12 C -0.3840 -0.2170 0.6081  -0.4193
13 O -0.3477 -1.2919 1.2000  0.0241
14 C -1.6572 0.5098 0.3760  -0.1344
15 C -2.8350 -0.2317 0.3082  -0.0067
16 C -4.0459 0.3913 0.1024  -0.0102
17 C -4.1130 1.7794 -0.0265  -0.2120
18 N -5.3656 2.3551 -0.2294  0.1160
19 C -5.6951 3.6747 -0.3939  -0.5086
20 C -7.1851 3.8688 -0.5824  0.0000
21 O -4.9002 4.5833 -0.3923  0.0758
22 C -2.9408 2.5280 0.0627  0.0054
23 C -1.7294 1.8956 0.2594  -0.0125
24 C 3.0891 0.9085 0.1600  -0.1876
25 C 3.9854 1.1691 1.1836  -0.0198
26 C 4.9433 2.1615 1.0631  -0.0158
27 C 5.0180 2.9138 -0.1037  -0.2743
28 O 5.9112 3.9145 -0.3326  -0.0825
29 C 6.8572 4.2144 0.6643  -0.0908
30 C 4.1212 2.6488 -1.1403  0.0126
31 C 3.1718 1.6597 -1.0094  -0.0293
32 H -2.6519 -4.7687 1.7046  0.0790
33 H -1.4352 -4.6848 2.9866  0.0750
34 H -1.6019 -3.3470 1.8553  0.0433
35 H 0.3619 -4.6606 1.2083  0.1079
36 H -0.5693 -6.1749 1.2813  0.1193
37 H -1.8821 -3.7525 -1.5456  0.1247
38 H -0.9403 -3.0162 -0.2370  0.0821
39 H 0.0770 -2.7801 -2.5347  0.1178
40 H 0.2342 -4.5435 -2.6088  0.1151
41 H 1.7709 -4.5073 -0.6649  0.1172
42 H 2.3781 -3.4958 -1.9973  0.1192
43 H 1.0640 -2.4148 0.4263  0.1000
44 H 2.1012 -0.6244 1.2945  0.1531
45 H 0.6483 1.1963 -0.4538  0.1326
46 H -2.7847 -1.3044 0.4155  0.1116
47 H -4.9510 -0.1972 0.0442  0.1127
48 H -6.1294 1.6928 -0.2554  0.1419
49 H -7.5274 3.3280 -1.4624  0.0840
50 H -7.7251 3.5023 0.2883  0.0841
51 H -7.3923 4.9269 -0.7110  0.0845
52 H -2.9886 3.6006 -0.0191  0.1014
53 H -0.8399 2.5015 0.3540  0.1163
54 H 3.9412 0.5907 2.0953  0.1158
55 H 5.6228 2.3342 1.8826  0.1021
56 H 7.4626 5.0249 0.2615  0.0927
57 H 6.3756 4.5492 1.5889  0.0950
58 H 7.5009 3.3554 0.8795  0.0959
59 H 4.1971 3.2323 -2.0439  0.1198
60 H 2.5061 1.4513 -1.8329  0.1180

Computed properties:
SMILES   CCOCCCNC(=O)[C@H](NC(=O)c1ccc(NC(C)=O)cc1)c1ccc(OC)cc1
Energy above the lowest of the compared OMol25 structures with the same formula, charge and spin   9.8 kJ/mol
HOMO   -0.315 Ha


Entry from OMol25: a molecular structure, C23H29N5O3S at a distorted geometry (the ωB97M-V functional and the def2-TZVPD basis).

Each line ends with the Löwdin charge.
Element x y z (Å)
1 C 7.6686 0.3653 -0.1576  -0.0658
2 N 6.6388 -0.6439 -0.1524  -0.1940
3 C 5.3585 -0.3277 0.1985  -0.2305
4 C 5.0120 0.9692 0.6171  -0.0230
5 C 3.7213 1.2805 0.9714  -0.0344
6 C 2.6998 0.3272 0.9225  -0.2170
7 C 3.0419 -0.9663 0.5126  -0.0245
8 C 4.3296 -1.2875 0.1617  -0.0167
9 H 4.5411 -2.2983 -0.1457  0.0941
10 H 2.2738 -1.7233 0.4919  0.1024
11 C 1.3594 0.6862 1.3044  -0.0727
12 N 0.3877 -0.1219 1.1185  0.1018
13 N -0.8674 0.1395 1.5202  -0.0633
14 C -1.8463 -0.7246 1.1835  -0.2868
15 N -3.0248 -0.6109 1.7137  -0.0143
16 S -3.9966 -1.8772 1.2650  0.6592
17 O -4.2369 -2.7246 2.3946  -0.2816
18 O -5.1490 -1.3876 0.5617  -0.3000
19 C -2.8054 -2.5989 0.1333  -0.2093
20 C -2.9231 -3.6658 -0.7215  -0.0289
21 C -1.8431 -3.9546 -1.5484  -0.0563
22 C -0.7019 -3.1680 -1.5085  -0.0543
23 C -0.5938 -2.0921 -0.6390  -0.0013
24 C -1.6592 -1.8164 0.2078  -0.1253
25 H 0.2865 -1.4722 -0.6262  0.0887
26 H 0.1197 -3.3909 -2.1730  0.1075
27 H -1.9008 -4.7864 -2.2341  0.1080
28 H -3.8307 -4.2474 -0.7489  0.1234
29 C -1.2260 1.2602 2.3830  -0.1184
30 H -2.1547 0.9614 2.8713  0.1104
31 H -0.4455 1.3785 3.1407  0.1249
32 C -1.4221 2.5631 1.5953  -0.0696
33 H -2.1008 3.2179 2.1428  0.1186
34 H -0.4711 3.0824 1.4632  0.1067
35 C -1.9694 2.3137 0.1838  -0.5038
36 O -1.2486 2.4273 -0.7886  0.0551
37 N -3.2798 2.0243 0.1445  0.1269
38 H -3.7364 1.7498 1.0009  0.1339
39 C -4.0576 1.8127 -1.0810  -0.5718
40 C -3.5447 0.5777 -1.8267  -0.0165
41 H -4.0546 0.4821 -2.7814  0.0894
42 H -2.4763 0.6676 -2.0065  0.0809
43 H -3.7404 -0.3162 -1.2389  0.0564
44 C -3.9319 3.0607 -1.9599  -0.0354
45 H -2.8951 3.2122 -2.2449  0.0731
46 H -4.2784 3.9385 -1.4187  0.0855
47 H -4.5316 2.9442 -2.8582  0.0828
48 C -5.5103 1.6031 -0.6607  -0.0326
49 H -6.1392 1.5119 -1.5420  0.0907
50 H -5.8642 2.4471 -0.0717  0.0863
51 H -5.6064 0.6885 -0.0791  0.0531
52 H 1.2509 1.6747 1.7536  0.1167
53 H 3.4913 2.2882 1.2878  0.1131
54 H 5.7607 1.7418 0.6740  0.0933
55 C 6.9934 -2.0012 -0.4867  -0.0657
56 H 8.0666 -2.0678 -0.6468  0.0815
57 H 6.4907 -2.3300 -1.4018  0.0923
58 H 6.7289 -2.6873 0.3231  0.0916
59 H 7.3830 1.2097 -0.7906  0.0910
60 H 8.5886 -0.0558 -0.5552  0.0815
61 H 7.8711 0.7376 0.8523  0.0932

Computed properties:
Energy above the lowest of the compared OMol25 structures with the same formula, charge and spin   232.3 kJ/mol
HOMO   -0.280 Ha


Which gap between HOMO and LUMO belongs to each record? In order, 6.9 9.4 9.8 7.7 9.1 7.4 eV.